[1]
This record from the Open Molecules 2025 dataset describes 2 unconnected molecules or ions with the total composition C19H19NO6S2 in a non-equilibrium geometry. The level of theory is ωB97M-V with the def2-TZVPD basis set.

```
47
Properties=species:S:1:pos:R:3:mulliken_charge:R:1
H 4.05334 -0.11653 -1.41218 0.26
N 4.02170 0.53877 -0.60208 -0.60
C 2.92026 1.23674 -0.76302 0.14
C 2.43437 2.40554 0.25583 -0.75
C 0.92228 2.75556 -0.21133 0.40
C -0.21454 2.43922 0.79408 -0.92
C -1.66735 2.72739 0.33650 0.34
C -1.99240 3.31855 -1.08675 0.43
C -0.86730 3.68398 -2.08830 -0.77
C 0.59938 3.37932 -1.60013 0.54
S 1.98342 3.79230 -2.74738 -0.22
C -3.56466 3.50262 -1.39875 0.16
O -4.02068 4.47250 -2.04284 -0.51
C -4.49371 2.31431 -0.82418 0.27
C -5.67547 1.68475 -1.59826 -0.58
C -6.46606 0.51076 -0.92212 -0.42
C -6.14022 -0.02427 0.50549 0.12
O -6.86846 -1.06571 1.15821 -0.51
C -4.95453 0.60285 1.28610 -0.42
C -4.17573 1.73994 0.59454 0.54
C -2.90131 2.40746 1.32840 0.02
O -2.88635 2.68740 2.54761 -0.51
H 2.24974 0.98256 -1.67041 0.27
H 3.12300 3.31769 0.22825 0.35
H 2.43141 1.94210 1.31272 0.28
H -0.07788 2.00497 1.83917 0.23
H -1.10786 4.14173 -3.10349 0.37
H 1.80250 3.10261 -3.94019 0.17
H -5.96026 2.02450 -2.64541 0.36
H -7.33472 0.00066 -1.47349 0.33
H -6.35822 -1.90840 1.10795 0.34
H -4.66226 0.24271 2.33373 0.32
C 3.76753 -6.04250 -0.08962 -0.99
C 2.74000 -5.15260 0.58396 -0.30
O 3.35091 -4.25416 1.50829 -0.28
S 4.08479 -2.93219 0.93033 1.20
C 4.23642 -2.07498 2.47165 -0.95
O 3.16038 -2.21286 0.09247 -0.61
O 5.40152 -3.29386 0.47770 -0.62
H 4.41502 -5.46274 -0.75134 0.29
H 3.27645 -6.81387 -0.68734 0.39
H 4.41032 -6.52237 0.65238 0.26
H 2.14543 -4.60601 -0.15382 0.30
H 2.04874 -5.77430 1.15815 0.28
H 3.23984 -1.85153 2.85026 0.30
H 4.78300 -1.14950 2.28699 0.37
H 4.78822 -2.70112 3.17167 0.35
```

Calculated values
- HOMO-LUMO gap: 0.285 Eh
- Molar mass: 421.50 g/mol
- Calculated total energy: -55446.9273 eV
- SMILES: [H]/N=C/Cc1cc2c(cc1S)C(=O)c1ccc(O)cc1C2=O.CCOS(C)(=O)=O
- Relative energy (zero: lowest compared OMol25 entry of this formula, charge and spin): 949.4 kJ/mol

---

[2]
This record from the Open Molecules 2025 dataset describes a molecular structure, C14H30B2F8NO16S3Zr in a non-equilibrium geometry. The level of theory is ωB97M-V with the def2-TZVPD basis set.

```
75
Properties=species:S:1:pos:R:3:mulliken_charge:R:1
Zr 0.17951 -0.24512 1.80332 0.87
N -0.95251 -1.98014 1.85174 0.37
S -1.86948 -2.91248 0.94699 0.53
O -3.20602 -3.14224 1.51499 -0.63
O -1.16606 -4.02181 0.26248 -0.58
F -2.13091 -1.78584 -0.17323 -0.05
S -0.91086 -3.26451 3.01560 0.76
O 0.49296 -3.23443 3.54729 -0.46
O -1.48760 -4.59070 2.89630 -0.54
F -1.80745 -2.55644 4.10854 -0.23
B 2.42275 -3.93264 1.38006 1.89
H 1.63638 -3.23810 1.63204 -1.27
H 2.32105 -4.66081 2.16979 -0.36
H 2.19462 -4.45687 0.46498 -0.50
H 3.37421 -3.43408 1.48198 -0.40
B 0.71552 -0.43635 -0.35189 1.92
H 1.20467 0.39318 0.13477 0.11
H -0.34669 -0.27666 -0.24961 -0.34
H 1.09217 -0.47980 -1.36207 -0.93
H 0.99061 -1.29520 0.24052 -0.07
O 0.25373 1.93540 1.92559 -0.62
C 0.15643 2.42571 3.29204 -0.61
C -0.45701 1.32009 4.35482 -0.41
O -0.28973 -0.00448 3.92503 -0.70
H -0.39003 3.36847 3.31809 0.26
H 1.14818 2.56905 3.72095 0.32
H -1.51173 1.57124 4.46697 0.16
H 0.03446 1.50539 5.30992 0.34
O 4.59748 -2.09177 3.75903 -0.96
C 4.55926 -0.71328 3.31225 -0.86
C 3.40659 -0.41929 2.28114 -0.15
O 2.17222 -1.13895 2.53341 -0.48
H 5.46090 -0.24124 2.92199 0.23
H 4.27163 -0.17630 4.21615 0.13
H 3.64015 -0.87927 1.32095 0.20
H 3.21000 0.62706 2.04749 0.12
C -3.41550 4.22786 -0.41158 -1.62
C -2.73793 3.19338 0.38483 0.38
O -3.72709 2.23471 0.75886 -0.25
C -3.35550 1.01589 1.24667 0.06
O -2.15051 0.57570 1.32180 0.26
C -4.55893 0.07782 1.55949 0.77
F -4.70734 -0.74850 0.61739 -0.17
F -4.47031 -0.51716 2.69437 -0.25
F -5.67288 0.75865 1.77225 -0.33
H -4.06254 3.81562 -1.18584 0.28
H -2.73376 5.01248 -0.73978 0.39
H -4.18396 4.80715 0.10027 0.41
H -2.39274 3.69388 1.28952 0.23
H -1.97295 2.66564 -0.18474 0.10
C -0.07580 -0.30089 -5.17480 -1.56
C -0.75953 -0.03291 -3.84296 0.50
O -2.16005 0.03532 -3.97275 -0.36
C -2.98016 0.46706 -2.90185 0.03
O -2.58626 0.58259 -1.72170 -0.23
C -4.55803 0.54481 -3.17371 0.79
F -4.93434 1.43495 -4.05853 -0.27
F -5.01866 -0.69944 -3.54996 -0.28
F -5.08837 0.82461 -2.04150 -0.18
H -0.22150 0.45292 -5.94852 0.37
H -0.42293 -1.19326 -5.69565 0.40
H 0.99529 -0.46434 -5.05588 0.34
H -0.42683 0.96287 -3.55002 0.17
H -0.51295 -0.84831 -3.16294 0.07
C 3.14003 0.59526 -3.49205 -0.02
C 3.72741 1.68581 -2.63293 0.02
O 5.01060 1.20027 -2.24104 -0.35
S 5.50282 -0.14576 -3.06661 1.06
O 5.25465 -1.34748 -2.25075 -0.46
O 6.80461 0.06205 -3.72676 -0.59
O 4.23808 -0.00517 -4.09807 -0.41
H 2.51956 1.04710 -4.26598 0.21
H 2.53080 -0.17912 -3.02590 0.02
H 3.36912 1.68693 -1.60349 0.13
H 3.78494 2.71422 -2.98955 0.24
```

Calculated values
- HOMO-LUMO gap: 0.048 Eh
- Molar mass: 829.42 g/mol
- Charge: -3
- Calculated total energy: -106118.4905 eV
- Relative energy (zero: lowest compared OMol25 entry of this formula, charge and spin): 0.0 kJ/mol

---

Values of highest occupied orbital energy, in order: -8.944, 3.470, all in eV.